P) # C2H4OS2

C2H4OS2 in the gas phase (ωB97M-V/def2-TZVPD, OMol25).

Results
- SMILES string: OC(=S)CS

Each line ends with the natural charge from an NBO analysis.
Positions of all 9 atoms, in Å:
O 0.680 1.289 -0.258  -0.669
C 0.845 -0.041 -0.093  0.221
S 2.257 -0.757 -0.530  -0.067
C -0.471 -0.651 0.461  -0.587
S -1.977 -0.457 -0.636  -0.020
H 1.472 1.680 -0.510  0.497
H -0.752 -0.195 1.433  0.242
H -0.365 -1.720 0.649  0.245
H -1.689 0.852 -0.517  0.137

=====

Q) # C2H4OS2

C2H4OS2 in the gas phase (ωB97M-V/def2-TZVPD, OMol25).

Results
- SMILES string: OC(=S)CS

Each line ends with the natural charge from an NBO analysis.
Positions of all 9 atoms, in Å:
O -0.297 1.389 0.092  -0.635
C -0.727 0.166 0.020  0.274
S -2.327 -0.320 -0.154  -0.155
C 0.376 -0.833 0.147  -0.655
S 2.017 -0.147 -0.125  -0.011
H -1.123 1.870 0.105  0.508
H 0.150 -1.827 -0.371  0.264
H 0.273 -1.219 1.164  0.268
H 1.658 0.920 -0.879  0.143

=====

Relative energy table, unit kcal/mol: P) 0.0; Q) 2.5

=====

P) # C2H8N2O2

2 unconnected molecules or ions with the total composition C2H8N2O2 (ωB97M-V/def2-TZVPD, OMol25).

Results
- SMILES string: N/C=N/CO.O

Each line ends with the natural charge from an NBO analysis.
Positions of all 14 atoms, in Å:
N -0.598 1.519 -1.155  -0.785
C 0.075 0.361 -1.023  0.331
N 0.031 -0.322 0.061  -0.600
C 1.329 -1.149 0.173  0.100
O 2.075 -0.726 1.271  -0.711
H -0.725 1.907 -2.078  0.390
H -1.339 1.679 -0.481  0.432
H 0.600 0.021 -1.930  0.159
H 2.000 -1.115 -0.698  0.158
H 0.978 -2.187 0.305  0.144
H 1.459 -0.458 1.968  0.479
O -2.124 0.528 1.147  -1.049
H -2.644 -0.219 1.474  0.467
H -1.118 0.162 0.965  0.484

=====

Q) # C2H8N2O2

2 unconnected molecules or ions with the total composition C2H8N2O2 (ωB97M-V/def2-TZVPD, OMol25).

Results
- SMILES string: O=CO.CNN

Each line ends with the natural charge from an NBO analysis.
Positions of all 14 atoms, in Å:
O 0.153 -2.045 -0.193  -0.626
C 0.759 -1.378 0.687  0.537
O 0.345 -1.412 2.000  -0.674
H 1.852 -1.250 0.664  0.174
H -0.459 -1.950 2.033  0.496
C 0.114 1.922 -0.433  -0.412
N -0.302 0.572 -0.097  -0.382
N -1.089 -0.059 -0.976  -0.830
H -0.771 2.560 -0.454  0.197
H 0.796 2.280 0.339  0.196
H 0.602 1.964 -1.412  0.166
H 0.793 0.106 0.189  0.316
H -0.852 -1.144 -0.830  0.399
H -1.942 -0.165 -1.518  0.444

=====

Relative energy table, unit kcal/mol: P) 0.0; Q) 102.9

=====

P) # C2H8N2O2

2 unconnected molecules or ions with the total composition C2H8N2O2 (ωB97M-V/def2-TZVPD, OMol25).

Each line ends with the natural charge from an NBO analysis.
Positions of all 14 atoms, in Å:
C 0.598 0.397 0.598  0.513
C -0.897 0.017 -1.265  -0.443
N -0.065 -0.504 -0.178  -0.157
N -0.993 0.216 1.427  -0.849
O 1.631 -0.118 -1.187  -0.944
O 1.491 -0.045 1.490  -0.650
H 1.564 -1.004 1.367  0.487
H 2.248 -0.836 -0.988  0.438
H 0.664 1.454 0.381  0.200
H -1.817 0.716 1.113  0.370
H -1.130 -0.669 1.903  0.378
H -1.916 -0.346 -1.130  0.208
H -0.490 -0.386 -2.189  0.259
H -0.888 1.108 -1.341  0.189

=====

Q) # C2H8N2O2

2 unconnected molecules or ions with the total composition C2H8N2O2 (ωB97M-V/def2-TZVPD, OMol25).

Each line ends with the natural charge from an NBO analysis.
Positions of all 14 atoms, in Å:
C 2.384 -0.637 0.649  -0.479
N 0.992 -0.275 0.554  -0.412
H 0.475 -0.853 1.224  0.326
H -0.245 0.653 0.324  0.322
H 2.508 -1.714 0.462  0.221
H 2.974 -0.078 -0.077  0.204
H 2.783 -0.456 1.658  0.210
C -1.246 0.296 -0.400  0.466
N -1.363 1.322 -1.384  -0.859
O -2.416 0.230 0.424  -0.744
O -0.728 -0.829 -0.742  -0.494
H -2.539 -0.705 0.639  0.480
H -1.657 0.948 -2.278  0.381
H -1.922 2.097 -1.054  0.379

=====

R) # C2H8N2O2

2 unconnected molecules or ions with the total composition C2H8N2O2 (ωB97M-V/def2-TZVPD, OMol25).

Results
- SMILES string: O=CO.NCN

Each line ends with the natural charge from an NBO analysis.
Positions of all 14 atoms, in Å:
O -2.137 -2.308 -1.428  -0.528
C -2.480 -1.593 -0.538  0.630
O -3.310 -2.147 0.447  -0.695
H -2.382 -0.483 -0.381  0.116
H -3.816 -1.374 0.823  0.475
N 2.435 1.456 0.788  -0.871
C 1.401 0.458 0.602  -0.037
N 0.721 0.828 -0.668  -0.875
H 3.213 1.424 0.086  0.356
H 2.252 2.456 0.868  0.375
H 1.803 -0.547 0.466  0.176
H 0.611 0.506 1.489  0.177
H 1.331 1.274 -1.448  0.358
H 0.359 0.051 -1.107  0.343

=====

S) # C2H8N2O2

C2H8N2O2 in the gas phase (ωB97M-V/def2-TZVPD, OMol25).

Results
- SMILES string: NC[C@@H](O)NO

Each line ends with the natural charge from an NBO analysis.
Positions of all 14 atoms, in Å:
N 1.802 -0.202 -1.070  -0.846
C 0.371 0.119 -0.867  -0.256
C 0.025 -0.148 0.594  0.214
O 0.750 0.628 1.489  -0.705
N -1.449 0.241 0.708  -0.370
O -2.266 -0.723 0.037  -0.597
H 2.395 0.341 -0.450  0.364
H 1.980 -1.196 -0.983  0.357
H 0.217 1.175 -1.101  0.191
H -0.223 -0.520 -1.521  0.209
H 0.187 -1.199 0.871  0.159
H 0.608 1.558 1.272  0.472
H -1.698 0.159 1.695  0.341
H -2.700 -0.233 -0.674  0.469

=====

Relative energy table, unit kcal/mol: P) 90.5; Q) 84.9; R) 0.0; S) 14.6

=====

P) # C11H20N2O3

4 unconnected molecules or ions with the total composition C11H20N2O3 (ωB97M-V/def2-TZVPD, OMol25).

Each line ends with the natural charge from an NBO analysis.
Positions of all 36 atoms, in Å:
C 1.963 -1.194 0.335  -0.140
C 0.703 -0.359 0.859  0.531
C 3.395 -0.526 0.845  -0.386
C 3.657 0.423 -0.309  -0.507
C 3.208 -0.199 -1.513  -0.210
C -1.436 0.466 -0.395  -0.098
C -0.786 1.975 -0.112  0.799
C -2.532 0.300 0.506  -0.446
C -3.109 -1.100 0.284  -0.435
C -2.095 -2.238 0.428  -0.579
C -3.731 -1.136 -1.029  -0.606
H 2.004 -2.271 -1.555  0.422
H 1.703 -2.153 0.890  0.242
H 3.346 0.162 1.818  0.258
H 4.159 -1.450 0.912  0.215
H 3.126 1.455 -0.073  0.216
H 4.539 0.931 -0.318  0.240
H 2.433 0.582 -2.185  0.228
H 4.289 -0.654 -1.967  0.225
H 0.192 -0.911 -1.139  0.504
H -1.722 0.631 -1.435  0.248
H -1.892 0.258 1.479  0.244
H -3.142 1.253 0.154  0.274
H -4.056 -1.259 0.978  0.215
H -2.965 -2.836 1.771  0.139
H -2.360 -3.113 -1.271  0.032
H -0.362 -1.336 0.822  0.447
H -3.057 -0.847 -1.818  0.180
H -4.155 -2.129 -1.537  0.242
H -4.574 -0.409 -1.071  0.199
H -1.116 3.880 -0.285  0.506
N 2.104 -1.255 -1.027  -0.714
N -0.195 -0.358 -0.200  -0.629
O 0.765 0.052 2.046  -0.551
O 0.354 2.314 0.000  -0.580
O -1.766 3.012 -0.167  -0.725

=====

Q) # C11H20N2O3

C11H20N2O3 in the gas phase (ωB97M-V/def2-TZVPD, OMol25).

Results
- SMILES string: CC[C@H](C)[C@H](NC(=O)[C@@H]1CCCN1)C(=O)O

Each line ends with the natural charge from an NBO analysis.
Positions of all 36 atoms, in Å:
C 0.921 -0.103 -2.843  -0.634
C 1.505 -0.816 -1.657  -0.413
C 0.810 -1.995 -1.187  -0.271
C 0.765 -3.097 -2.166  -0.601
C -0.529 -1.586 -0.589  -0.124
N -0.323 -0.675 0.487  -0.669
C -0.679 0.652 0.285  0.678
O -0.840 1.292 -0.727  -0.606
C -0.921 1.500 1.512  -0.164
C -0.619 3.034 1.009  -0.395
C 0.195 3.670 2.190  -0.435
C 0.298 2.531 3.327  -0.203
N 0.056 1.154 2.631  -0.646
C -1.543 -2.639 0.043  0.779
O -1.626 -2.816 1.269  -0.621
O -2.224 -3.327 -0.872  -0.650
H 1.211 -0.768 -3.834  0.198
H 1.382 0.928 -2.900  0.226
H -0.250 0.101 -2.596  0.234
H 1.746 -0.045 -0.830  0.217
H 2.553 -1.063 -2.176  0.213
H 1.228 -2.414 -0.286  0.213
H 1.780 -3.617 -2.243  0.226
H 0.470 -2.717 -3.213  0.219
H -0.145 -3.862 -1.679  0.214
H -1.371 -1.126 -1.339  0.246
H -0.260 -0.837 1.514  0.453
H -2.002 1.696 1.927  0.220
H -1.478 3.591 0.788  0.209
H 0.106 3.044 0.180  0.219
H 1.215 3.801 1.770  0.199
H -0.178 4.619 2.620  0.212
H 1.325 2.405 3.802  0.212
H -0.533 2.559 3.866  0.185
H 0.826 0.673 1.922  0.347
H -2.870 -3.747 -0.006  0.512

=====

Relative energy table, unit kcal/mol: P) 276.2; Q) 0.0